No. 1
Entry from the OMol25 dataset: one molecule with the formula C3H7N3 (ωB97M-V with the def2-TZVPD basis set).

Last column: Löwdin charge in e.
CARTESIAN COORDINATES (ANGSTROEM)
N1 0.721 -1.622 -0.619  -0.004
N2 -1.187 -0.106 -1.165  0.089
N3 -0.220 1.902 0.133  0.103
C1 0.855 -0.145 -0.203  -0.290
C2 0.545 -1.229 0.822  -0.188
C3 -0.376 0.597 -0.411  -0.475
H1 -0.413 -1.642 -0.893  0.123
H2 -1.923 0.525 -1.474  0.055
H3 0.462 1.866 0.848  0.060
H4 1.807 0.470 -0.272  0.158
H5 -1.217 2.337 0.385  0.160
H6 -0.434 -1.444 1.312  0.109
H7 1.379 -1.510 1.537  0.098

Cartesian forces, eV/Å:
N -2.4 1.6 1.3
N -0.7 3.9 1.0
N -5.4 -0.3 -1.5
C 0.1 -2.5 1.2
C 2.2 -1.1 0.7
C 0.9 -0.4 -1.8
H 3.8 0.2 0.0
H -0.8 -0.3 0.1
H 0.3 0.3 1.0
H -1.0 -1.4 0.2
H 3.3 -1.0 -0.4
H 0.6 0.9 -0.7
H -0.9 0.2 -1.1

Output
Spin multiplicity   1
Highest occupied orbital energy   -9.11 eV
Lowest unoccupied orbital energy   0.7 eV
SMILES string   [H]/N=C(\N)[C@H]1CN1

No. 2
Entry from the OMol25 dataset: a 2-piece molecular cluster, CH2FIO overall (ωB97M-V with the def2-TZVPD basis set).

Last column: Löwdin charge in e.
CARTESIAN COORDINATES (ANGSTROEM)
I1 -2.178 -0.450 -0.437  0.723
F1 0.068 1.343 -0.384  -0.013
O1 0.359 -0.362 1.056  -0.007
C1 -0.130 0.105 -0.011  -0.948
H1 1.542 -0.606 -2.207  0.089
H2 0.339 -0.031 1.983  0.155

Cartesian forces, eV/Å:
I 0.1 0.0 0.0
F 0.6 1.2 0.5
O 1.8 -1.1 2.5
C -2.0 -0.7 -2.3
H -0.1 0.0 0.1
H -0.4 0.6 -0.9

Output
Spin multiplicity   1
Highest occupied orbital energy (alpha / beta)   -9.77 / -8.11 eV
Lowest unoccupied orbital energy (alpha / beta)   -0.4 / -0.1 eV

No. 3
Entry from the OMol25 dataset: a 2-piece molecular cluster, C7H12F3P overall (ωB97M-V with the def2-TZVPD basis set).

Last column: Löwdin charge in e.
CARTESIAN COORDINATES (ANGSTROEM)
P1 -2.488 -0.720 2.053  0.908
F1 -1.544 -2.896 0.723  0.054
F2 -3.096 -1.709 -0.331  0.015
F3 0.632 -0.786 1.481  -0.108
C1 0.751 -1.042 0.049  -0.309
C2 -0.710 0.920 -0.477  -0.220
C3 -2.058 -1.694 0.522  -0.655
C4 2.017 -0.321 -0.393  -0.129
C5 0.556 1.756 -0.927  -0.161
C6 -0.396 -0.443 -0.679  -0.134
C7 1.842 1.279 -0.222  -0.167
H1 -2.815 0.526 1.538  -0.107
H2 2.243 -0.538 -1.486  0.127
H3 0.426 2.805 -0.745  0.090
H4 -1.024 1.116 0.551  0.075
H5 0.630 1.718 -2.041  0.122
H6 -1.560 1.258 -1.018  0.105
H7 -1.196 -0.585 2.536  -0.104
H8 -0.607 -1.079 -1.573  0.145
H9 3.003 -0.559 0.251  0.151
H10 1.835 1.358 0.855  0.101
H11 2.672 1.709 -0.718  0.085
H12 0.886 -2.074 0.051  0.116

Cartesian forces, eV/Å:
P -0.9 -1.8 0.5
F -0.1 -0.4 -0.2
F 0.3 -0.5 -0.3
F 0.2 0.1 -0.6
C 0.6 2.4 1.3
C 0.6 2.3 0.0
C -1.9 0.7 1.8
C 2.5 1.5 0.0
C -0.2 -0.3 0.2
C 2.1 -3.1 -2.0
C -1.4 -3.1 -1.0
H 0.4 0.3 -0.4
H -0.3 0.0 1.3
H -0.3 0.7 0.4
H 0.7 0.2 0.2
H 0.2 -0.4 0.8
H -0.7 0.1 -0.9
H 0.3 0.5 -0.1
H -0.4 1.0 0.6
H -2.3 0.0 -1.4
H -0.1 0.9 0.2
H 1.1 0.7 0.0
H -0.2 -1.9 -0.6

Output
Spin multiplicity   3
Highest occupied orbital energy (alpha / beta)   -6.07 / -9.75 eV
Lowest unoccupied orbital energy (alpha / beta)   0.9 / -1.0 eV

No. 4
Entry from the OMol25 dataset: C11H22BrClI2NP2W as an isolated structure (ωB97M-V with the def2-TZVPD basis set).

Last column: Löwdin charge in e.
CARTESIAN COORDINATES (ANGSTROEM)
W1 -0.300 -0.085 0.189  1.180
I1 1.887 4.620 -0.869  0.119
I2 3.831 3.485 -2.395  0.135
Br1 -0.604 5.510 1.743  0.841
Cl1 -0.715 -2.345 0.339  0.259
P1 -1.474 0.038 -2.054  0.667
P2 1.384 -0.260 2.086  0.674
N1 -1.303 1.468 1.072  -0.206
C1 -1.054 1.382 -3.207  -0.221
C2 2.172 -1.907 2.159  -0.242
C3 -0.805 2.752 0.949  -0.164
C4 2.685 1.003 2.259  -0.219
C5 0.432 -0.143 3.647  -0.229
C6 -2.615 3.599 2.353  -0.015
C7 -3.277 0.221 -1.770  -0.227
C8 -2.460 1.292 1.783  -0.094
C9 -3.150 2.327 2.374  0.019
C10 -1.339 -1.551 -2.943  -0.245
C11 -1.430 3.779 1.650  -0.583
H1 -1.743 1.360 -4.072  0.091
H2 -0.373 -0.880 3.671  0.057
H3 -0.040 0.838 3.731  0.045
H4 1.407 -2.685 2.036  0.017
H5 -3.659 -0.577 -1.129  0.058
H6 -2.865 0.281 1.839  0.136
H7 -4.091 2.140 2.870  0.149
H8 -3.084 4.416 2.890  0.145
H9 3.245 0.855 3.201  0.091
H10 2.707 -2.062 3.110  0.088
H11 3.350 0.921 1.387  0.065
H12 -3.850 0.182 -2.705  0.087
H13 0.071 2.906 0.292  -0.021
H14 1.045 -0.303 4.543  0.088
H15 -0.010 1.234 -3.523  0.065
H16 -1.129 2.339 -2.667  0.054
H17 -3.498 1.167 -1.273  0.049
H18 -2.038 -1.591 -3.792  0.088
H19 2.212 1.998 2.244  0.049
H20 2.873 -1.984 1.318  0.068
H21 -1.546 -2.381 -2.258  0.016
H22 -0.310 -1.658 -3.304  0.067

Cartesian forces, eV/Å:
W 0.0 -1.5 0.0
I 0.5 -0.4 -0.4
I -0.5 0.3 0.4
Br -0.4 -0.9 -0.3
Cl -0.1 2.3 0.2
P -1.3 -0.2 -1.5
P 0.9 -0.4 1.7
N -1.1 0.7 0.5
C 0.4 -0.1 0.4
C 0.0 0.0 -0.5
C -0.3 -0.6 0.3
C -0.2 0.0 -0.6
C -0.6 0.1 -0.2
C 0.2 -0.2 -0.1
C 0.0 0.1 0.6
C 0.0 -0.6 -0.4
C -0.1 -0.2 0.0
C 0.4 0.0 0.2
C 1.2 1.2 -0.3
H 0.3 0.0 0.4
H 0.1 -0.1 0.0
H 0.1 0.1 0.0
H 0.3 0.2 0.2
H 0.1 -0.1 0.0
H 0.2 0.1 0.0
H 0.0 -0.2 0.1
H 0.0 0.0 -0.1
H -0.3 0.0 -0.5
H -0.2 0.2 -0.3
H 0.0 0.1 0.4
H 0.4 0.0 0.0
H -0.3 0.1 0.5
H 0.2 0.0 -0.4
H -0.3 0.2 -0.1
H 0.0 -0.2 -0.4
H 0.0 0.1 -0.1
H 0.2 0.2 0.2
H 0.3 -0.2 0.1
H 0.0 -0.1 0.2
H -0.1 0.2 -0.2
H -0.2 -0.1 -0.1

Output
Charge   +3
Spin multiplicity   3
Highest occupied orbital energy (alpha / beta)   -16.75 / -16.75 eV
Lowest unoccupied orbital energy (alpha / beta)   -14.2 / -13.5 eV

No. 5
Entry from the OMol25 dataset: a 8-piece molecular cluster, C30H78BO7 overall (ωB97M-V with the def2-TZVPD basis set).

Last column: Löwdin charge in e.
CARTESIAN COORDINATES (ANGSTROEM)
O1 -5.647 4.972 0.226  -0.085
O2 -3.065 -1.825 5.859  -0.091
O3 0.481 -1.195 3.332  -0.109
O4 -3.734 -1.955 8.703  -0.092
O5 0.811 -3.746 -3.170  -0.080
O6 5.425 3.069 -3.551  -0.088
O7 -0.374 -2.245 -7.513  -0.094
C1 -2.444 1.861 1.128  -0.214
C2 0.407 -0.009 -6.941  -0.085
C3 2.676 1.858 -1.495  -0.228
C4 1.897 -0.976 3.308  -0.297
C5 -3.635 5.024 -1.150  -0.090
C6 4.540 0.835 -0.063  -0.233
C7 6.670 -0.134 1.038  -0.285
C8 -1.525 -0.419 0.534  -0.187
C9 -0.694 -4.617 -4.862  -0.090
C10 3.969 2.103 -0.737  -0.213
C11 -1.819 -2.554 -0.763  -0.213
C12 -3.627 -2.675 9.929  -0.305
C13 0.122 -3.434 -4.376  -0.325
C14 -2.160 0.450 1.640  -0.192
C15 -3.230 -0.529 5.298  -0.322
C16 0.146 1.796 -1.440  -0.203
C17 4.063 2.032 -5.281  -0.090
C18 -2.717 -2.015 -1.878  -0.250
C19 -4.881 -3.480 10.212  -0.092
C20 -4.267 5.331 0.195  -0.316
C21 -4.223 -2.164 -1.571  -0.092
C22 -1.980 -1.874 0.588  -0.202
C23 6.026 0.990 0.191  -0.267
C24 4.806 3.272 -4.814  -0.322
C25 -1.219 2.639 0.611  -0.184
C26 2.509 -1.404 1.987  -0.090
C27 1.444 1.937 -0.619  -0.208
C28 -2.028 0.360 5.560  -0.088
C29 -1.014 2.641 -0.916  -0.208
C30 0.618 -1.255 -7.780  -0.319
B1 6.026 -1.661 0.874  -0.474
H1 -3.426 -1.974 10.746  0.109
H2 7.715 -0.195 0.728  0.048
H3 -3.169 1.761 0.319  0.097
H4 5.278 -1.895 1.826  -0.024
H5 4.709 2.447 -1.451  0.071
H6 -4.219 6.398 0.406  0.110
H7 4.009 0.724 0.876  0.098
H8 4.115 4.105 -4.690  0.110
H9 5.564 3.563 -5.552  0.104
H10 6.684 0.195 2.078  0.057
H11 -0.339 2.311 1.157  0.104
H12 0.338 -2.137 3.187  0.075
H13 -1.233 -4.371 -5.778  0.062
H14 6.048 2.338 -3.638  0.090
H15 -0.789 -2.398 -1.080  0.107
H16 1.407 -4.484 -3.346  0.082
H17 2.051 0.089 3.480  0.109
H18 3.858 2.905 -0.011  0.109
H19 2.052 -0.858 1.161  0.055
H20 4.330 -0.001 -0.718  0.092
H21 -2.982 -1.957 0.998  0.094
H22 0.607 -1.008 -8.847  0.105
H23 3.308 1.746 -4.549  0.062
H24 -4.749 -1.250 -1.817  0.061
H25 0.423 -0.258 -5.880  0.072
H26 2.337 -2.468 1.809  0.083
H27 -4.140 -0.071 5.710  0.103
H28 -4.628 -2.946 -2.206  0.060
H29 -5.075 -4.178 9.398  0.078
H30 0.373 2.142 -2.449  0.099
H31 -1.235 -1.866 -7.723  0.082
H32 -0.131 0.757 -1.561  0.091
H33 3.586 -1.231 1.964  0.017
H34 3.575 2.206 -6.243  0.064
H35 1.408 2.892 -0.103  0.113
H36 1.579 -1.711 -7.548  0.110
H37 -0.566 0.442 -7.158  0.073
H38 -0.047 -5.475 -5.061  0.072
H39 -0.954 3.654 -1.295  0.088
H40 -3.739 4.800 0.994  0.097
H41 0.842 -3.125 -5.139  0.099
H42 -2.765 -3.332 9.827  0.116
H43 -3.109 -0.025 1.872  0.094
H44 4.750 1.189 -5.388  0.076
H45 -1.388 3.672 0.910  0.092
H46 6.135 1.933 0.739  0.093
H47 2.571 2.642 -2.251  0.098
H48 -1.317 -2.397 1.275  0.104
H49 -2.585 5.316 -1.163  0.069
H50 6.952 -2.476 0.968  -0.025
H51 1.465 1.130 0.109  0.094
H52 -4.486 -1.355 8.773  0.092
H53 -2.497 -0.975 -2.089  0.086
H54 -2.944 -1.718 6.813  0.039
H55 -3.698 3.956 -1.369  0.064
H56 -4.783 -4.043 11.142  0.072
H57 -0.444 -0.373 0.602  0.103
H58 -4.407 -2.442 -0.542  0.058
H59 1.182 0.733 -7.137  0.066
H60 -1.412 -4.920 -4.098  0.070
H61 -1.902 0.004 -0.390  0.082
H62 2.360 -1.527 4.134  0.107
H63 5.478 -1.842 -0.204  -0.011
H64 -2.946 2.422 1.915  0.095
H65 -1.871 0.486 6.635  0.069
H66 -1.125 -0.091 5.145  0.060
H67 -1.928 2.235 -1.350  0.088
H68 -4.159 5.554 -1.947  0.075
H69 6.537 1.147 -0.759  0.093
H70 -0.529 -2.586 -4.162  0.098
H71 -1.952 -3.633 -0.700  0.112
H72 -5.751 -2.824 10.296  0.071
H73 -5.705 4.025 0.056  0.078
H74 2.695 0.913 -2.030  0.114
H75 -2.483 -2.583 -2.775  0.082
H76 -2.164 1.347 5.111  0.070
H77 -1.525 0.484 2.520  0.095
H78 -3.375 -0.665 4.227  0.093

Cartesian forces, eV/Å:
O 0.0 0.0 0.0
O 0.0 0.1 -0.1
O -0.1 0.1 0.1
O 0.0 0.1 0.1
O -0.1 0.1 0.0
O 0.0 0.1 -0.2
O 0.0 0.0 0.0
C 0.1 -0.3 0.0
C 0.0 -0.1 0.1
C -0.1 0.9 0.2
C 0.1 -0.3 -0.3
C -0.1 0.1 0.0
C -0.4 1.2 -0.3
C -0.2 -0.2 -0.9
C -1.0 0.1 0.8
C -0.1 0.0 0.0
C 0.5 -0.8 -0.3
C 0.1 0.3 -0.4
C -0.2 0.1 0.0
C 0.2 -0.4 0.0
C 0.3 0.0 -0.7
C 0.1 -0.1 0.3
C 0.6 0.6 -0.1
C -0.1 0.0 0.0
C -0.4 -0.4 0.4
C 0.0 0.0 -0.1
C 0.0 -0.3 -0.1
C 0.5 -0.1 -0.6
C 0.8 -0.2 0.0
C -0.1 -0.1 0.9
C 0.2 -0.3 0.0
C -0.6 0.4 0.2
C -0.2 0.2 0.2
C -0.7 -0.6 -0.6
C 0.1 -0.1 0.0
C -0.3 -1.0 0.3
C -0.2 0.1 0.0
B 0.6 0.1 0.5
H 0.1 -0.1 0.1
H 0.3 0.1 0.1
H -0.2 0.1 -0.2
H 0.0 -0.1 -0.2
H 0.1 0.1 -0.1
H -0.1 0.0 0.0
H 0.0 -0.5 0.2
H 0.0 0.0 0.1
H -0.1 0.1 -0.1
H 0.0 0.0 0.2
H 0.2 -0.1 0.0
H 0.0 0.1 0.0
H 0.0 0.0 0.0
H -0.1 0.0 0.1
H 0.2 -0.1 0.0
H 0.0 0.1 0.0
H -0.1 0.0 0.0
H -0.2 0.2 0.2
H 0.0 0.1 0.0
H 0.0 -0.4 0.1
H -0.3 0.0 -0.1
H 0.1 0.0 0.0
H 0.0 0.0 0.0
H -0.3 0.2 0.1
H 0.1 0.0 0.0
H 0.1 -0.1 0.0
H 0.0 0.1 -0.1
H -0.3 -0.2 0.0
H 0.0 0.0 0.0
H 0.0 0.1 -0.2
H 0.1 0.0 0.0
H -0.1 -0.3 0.2
H -0.1 -0.1 0.0
H 0.0 0.0 0.0
H 0.2 0.2 0.2
H 0.0 -0.1 0.0
H 0.0 0.0 -0.1
H 0.0 0.0 -0.1
H 0.3 0.3 0.0
H 0.1 0.1 0.0
H -0.1 0.1 -0.1
H 0.0 0.0 -0.1
H -0.2 0.0 0.4
H 0.0 0.0 -0.1
H 0.2 0.2 0.1
H 0.1 0.3 -0.1
H 0.0 0.1 -0.2
H -0.1 -0.1 0.3
H 0.0 0.0 0.0
H 0.0 -0.1 0.0
H 0.1 0.1 0.4
H 0.1 -0.1 -0.1
H 0.2 0.2 0.0
H -0.1 -0.2 -0.1
H 0.1 0.0 0.0
H 0.0 0.0 0.0
H 0.2 0.1 -0.3
H -0.1 0.1 0.2
H 0.0 0.0 0.0
H 0.0 0.0 0.0
H 0.3 0.1 -0.4
H 0.1 0.1 0.0
H -0.2 0.0 -0.1
H 0.0 0.2 0.2
H -0.1 0.1 0.0
H 0.0 0.0 -0.1
H -0.2 0.1 -0.2
H 0.0 0.1 0.0
H 0.1 -0.2 -0.2
H 0.1 0.0 0.1
H -0.1 -0.2 0.2
H 0.0 0.0 0.1
H 0.0 0.1 0.0
H 0.1 -0.3 -0.1
H 0.1 0.1 -0.2
H 0.0 0.0 0.0
H 0.0 -0.1 0.2
H 0.0 0.0 0.0

Output
Charge   -1
Spin multiplicity   1
Highest occupied orbital energy   -4.44 eV
Lowest unoccupied orbital energy   2.0 eV

No. 6
Entry from the OMol25 dataset: one molecule with the formula C10H12P2 (ωB97M-V with the def2-TZVPD basis set).

Last column: Löwdin charge in e.
CARTESIAN COORDINATES (ANGSTROEM)
P1 0.422 -0.578 1.047  0.515
P2 -1.602 -0.569 0.493  0.716
C1 0.794 -1.876 2.298  -0.402
C2 2.051 -2.446 0.316  -0.328
C3 -1.395 3.368 -2.080  -0.065
C4 -0.393 1.174 -1.690  -0.082
C5 -2.442 2.879 -1.253  -0.104
C6 1.308 -1.271 -0.288  -0.169
C7 -0.421 2.409 -2.336  -0.108
C8 1.894 -2.782 1.824  -0.273
C9 -2.318 1.752 -0.492  -0.245
C10 -1.329 0.859 -0.601  -0.608
H1 -3.243 1.631 0.221  0.124
H2 2.829 -2.579 2.540  0.144
H3 -0.252 -2.359 2.385  0.082
H4 0.393 0.459 -1.811  0.038
H5 0.951 0.665 1.494  0.021
H6 3.110 -2.430 -0.180  0.139
H7 0.402 2.590 -2.985  0.089
H8 1.789 -3.840 1.872  0.081
H9 1.509 -3.314 -0.258  0.141
H10 -1.371 4.252 -2.672  0.088
H11 0.700 -1.401 3.364  0.110
H12 -3.387 3.407 -1.209  0.096

Cartesian forces, eV/Å:
P -0.2 -0.2 1.2
P 1.1 -0.8 -0.2
C -4.2 0.7 2.9
C -0.1 -1.2 -2.7
C -1.0 -2.6 0.5
C -1.0 -0.4 2.4
C 0.6 2.6 -1.4
C 1.4 -0.2 0.0
C 0.4 -0.8 1.0
C 2.9 1.9 1.3
C -4.3 1.2 1.7
C 2.1 -0.3 -2.2
H 2.0 -0.3 -1.2
H -1.5 -0.2 -2.0
H 1.5 0.1 -0.6
H 0.4 -0.1 -0.6
H 0.1 -0.2 -0.3
H -1.8 -0.1 1.1
H 0.4 0.3 -0.7
H -0.8 -0.7 0.5
H 1.1 1.1 0.7
H -0.5 0.7 0.0
H 1.3 -0.9 -1.7
H 0.2 0.3 0.2

Output
Spin multiplicity   1
Highest occupied orbital energy (alpha / beta)   -7.24 / -7.24 eV
Lowest unoccupied orbital energy (alpha / beta)   -1.1 / -1.1 eV

One value per record, in order, for DFT total energy: -282.6746 -511.9145 -914.6627 -4865.3916 -1741.2712 -1070.7189 Ha.